Entry 1:
Formula: C5H5NO
Source: the Open Molecules 2025 dataset
Level of theory: ωB97M-V/def2-TZVPD

The geometry in XYZ format:
```
12
C5H5NO ωB97M-V/def2-TZVPD
O 0.564 2.377 0.949
N 1.387 -0.611 -2.323
C -0.085 -1.026 -0.218
C 0.738 -0.836 -1.391
C 0.860 1.253 0.635
C -0.083 0.084 0.807
C -1.271 -0.096 -0.086
H -1.426 0.610 -0.896
H -0.158 -2.054 0.125
H 1.861 1.024 0.218
H -2.187 -0.495 0.338
H -0.201 -0.232 1.842
```

The HOMO-LUMO gap comes out at 10.79 eV. The calculation puts the total energy at -323.46443 hartree. As for the LUMO energy: 0.466 eV. The calculation puts the largest force on an atom at 1.08 eV/A. As for the SMILES: N#C[C@@H]1C[C@@H]1C=O. The calculation puts the energy above the lowest of the compared OMol25 structures with the same formula, charge and spin at 145.1 kJ/mol.


Entry 2:
Formula: C34H40ClN4O6S2SiSn
Source: the Open Molecules 2025 dataset
Level of theory: ωB97M-V/def2-TZVPD

The geometry in XYZ format:
```
89
C34H40ClN4O6S2SiSn ωB97M-V/def2-TZVPD
Sn 0.339 0.541 0.101
Cl -5.978 2.123 -1.597
S 0.251 -4.256 2.517
S -0.787 -3.109 -3.658
Si -2.081 0.980 3.003
O -5.164 5.014 -1.745
O -3.204 5.768 -1.046
O 2.572 0.036 -0.336
O 0.081 2.919 -0.370
O -1.096 0.494 1.850
O -1.033 4.848 -0.366
N 0.175 -2.162 1.080
N -3.499 1.193 -1.207
N -2.234 1.568 -0.938
N -0.357 -1.656 -1.622
C -3.738 -2.379 -0.320
C -0.125 -4.431 0.856
C -3.410 -1.032 -0.261
C -0.567 -1.563 -2.894
C 4.594 -0.970 -1.122
C 3.868 -2.085 -1.852
C 5.984 -0.966 -1.175
C 4.676 1.057 0.214
C 0.748 -1.619 3.425
C -1.154 1.899 4.375
C -0.576 -3.881 -2.145
C 3.098 -2.973 -0.872
C -3.532 3.406 -1.185
C 3.894 0.045 -0.411
C -4.038 4.805 -1.351
C 0.397 -2.530 2.297
C -0.358 -2.956 -1.173
C -2.967 -0.480 3.840
C 6.065 1.011 0.138
C -0.955 3.611 -0.529
C 2.948 -1.535 -2.947
C 6.738 0.010 -0.545
C -0.116 -3.218 0.245
C -4.485 -2.874 -1.379
C -3.455 2.135 2.406
C -4.302 2.275 -1.362
C 3.333 3.167 -0.037
C 4.066 2.244 0.941
C -4.903 -2.023 -2.393
C -0.586 -0.284 -3.663
C 3.190 1.855 2.137
C -3.847 -0.190 -1.273
C -4.582 -0.675 -2.347
C -2.233 2.889 -0.916
H -3.556 -0.142 4.700
H 2.248 1.419 1.811
H 2.598 -3.795 -1.394
H 6.634 1.797 0.624
H 2.959 2.737 2.739
H -0.406 -0.460 -4.722
H -1.818 2.236 5.178
H -4.892 -0.005 -3.137
H -4.730 -3.929 -1.424
H 4.907 2.813 1.347
H 2.530 2.636 -0.539
H -3.030 3.029 1.934
H -2.251 -1.229 4.198
H 4.029 3.536 -0.794
H -0.380 1.264 4.820
H 7.821 -0.002 -0.592
H 2.209 -0.876 -2.491
H 0.187 0.379 -3.270
H -2.803 -0.629 0.543
H 1.815 -1.677 3.650
H -3.650 -0.986 3.147
H 0.486 -0.604 3.131
H -4.086 2.462 3.239
H 3.522 -0.957 -3.676
H 3.778 -3.395 -0.127
H 2.357 -2.368 -0.356
H 0.193 -1.885 4.325
H -0.625 -4.956 -2.055
H -0.653 2.779 3.956
H 3.705 1.127 2.768
H -1.549 0.217 -3.549
H 2.890 4.022 0.480
H -0.326 -5.401 0.428
H -2.328 5.402 -0.659
H 2.432 -2.346 -3.473
H -5.477 -2.408 -3.227
H 4.628 -2.706 -2.334
H 6.481 -1.761 -1.723
H -4.103 1.651 1.667
H -3.401 -3.040 0.470
```

The charge is -1. The HOMO-LUMO gap comes out at 6.52 eV. The calculation puts the total energy at -3750.71456 hartree. As for the LUMO energy: 1.821 eV. The calculation puts the largest force on an atom at 1.08 eV/A.